Record 1
A 2-piece molecular cluster, C6H14NOP overall at a distorted geometry, computed with the ωB97M-V functional and the def2-TZVPD basis.

Geometry as ORCA input:
```
! RIJCOSX wB97M-V def2-TZVPD def2/J DEFGRID3
* xyz 0 1
C 0.9689 -0.5974 1.3525
C 0.4121 -1.2386 2.6149
C 2.2487 -0.2378 1.2152
C -0.1329 -2.5150 -0.7852
C -1.3695 3.8109 -2.5813
C -0.8220 -1.3652 -0.1861
N 0.0672 -0.3441 0.3999
O 0.8346 2.0675 0.5635
P -0.0007 1.2148 -0.2388
H 1.3431 -1.6473 3.0808
H -0.1084 -2.2344 2.4652
H -0.1816 -0.6018 3.3573
H -1.5108 3.6976 -1.5285
H 2.8344 -0.2531 2.0704
H 2.4879 0.2018 0.2452
H -0.7810 -3.3570 -1.0371
H 0.3613 -2.2198 -1.6636
H 0.4470 -3.0568 -0.0338
H -2.1959 4.1592 -3.1040
H -0.5645 4.3905 -3.0374
H -1.1804 2.7936 -2.8620
H -1.4964 -0.9328 -0.8952
H -1.6611 -1.7347 0.5880
*
```

**SMILES**: C=C(C)N(CC)P=O.C
**Kohn-Sham gap**: 9.1 eV
**LUMO**: 0.199 eV

Löwdin atomic charge list, values in e, 2 entries: -0.509, -0.048



Record 2
C4H7NO2 as an isolated structure, computed with the ωB97M-V functional and the def2-TZVPD basis.

Geometry as ORCA input:
```
! RIJCOSX wB97M-V def2-TZVPD def2/J DEFGRID3
* xyz 0 1
N 0.6254 1.1846 0.5937
C 0.4959 -0.0643 1.4023
O 0.4014 0.0296 2.5953
C 0.2470 -1.2189 0.4890
C -0.9103 -0.6379 -0.4479
C -0.3992 0.6817 -0.8912
O -1.1356 -1.0878 -1.6679
H 0.3971 1.9839 1.1847
H 1.5690 1.3089 0.2308
H 0.0136 -2.1160 1.0677
H 1.1088 -1.4202 -0.1626
H -1.7999 -0.5252 0.2192
H 0.4090 0.6027 -1.6120
H -1.1025 1.4954 -1.0763
*
```

**Kohn-Sham gap (spin up / spin down)**: 8.2 / 8.2 eV
**LUMO (spin up / spin down)**: 0.134 / 0.134 eV

Löwdin atomic charge list, values in e, 2 entries: 0.128, -0.426



Record 3
A 3-piece molecular cluster, C20H40NO10S2 overall at a distorted geometry, computed with the ωB97M-V functional and the def2-TZVPD basis.

Geometry as ORCA input:
```
! RIJCOSX wB97M-V def2-TZVPD def2/J DEFGRID3
* xyz -1 1
C 1.7596 1.0830 2.0390
C 2.0649 -0.0610 1.0564
C 2.9330 0.3865 -0.1105
O 2.3045 1.3049 -0.9856
C 1.3439 0.7327 -1.8383
N -0.0260 1.2320 -1.6241
O -0.1048 1.9763 -0.4257
C -0.5912 3.2814 -0.6862
C 0.0265 4.1990 0.3686
C -0.8626 4.4332 1.5819
O 0.3203 5.4817 -0.2202
C -1.0743 0.1910 -1.7176
C -1.9653 0.1633 -0.4776
O -2.6303 -1.0770 -0.5022
C -3.2835 -1.5072 0.6603
C -4.3907 -0.6076 1.1994
C -1.8366 0.3370 -3.0841
O -3.0492 0.0549 -3.0689
O -1.1003 0.6734 -4.0397
H 0.7162 1.3878 1.9720
H 2.3625 1.9682 1.8119
H 1.9623 0.7791 3.0691
H 1.1176 -0.4661 0.6852
H 2.5796 -0.8587 1.5929
H 3.3060 -0.4768 -0.6779
H 3.8083 0.9212 0.2798
H 1.6207 0.9711 -2.8677
H 1.3503 -0.3634 -1.7290
H -0.2932 3.5925 -1.6886
H -1.6890 3.2867 -0.6340
H 0.9525 3.7063 0.6810
H -1.9176 4.4530 1.2958
H -0.6018 5.3787 2.0580
H -0.7330 3.6294 2.3109
H 1.2695 5.5483 -0.3405
H -0.6074 -0.8054 -1.7624
H -2.6924 0.9855 -0.5145
H -1.3800 0.2571 0.4455
H -2.5763 -1.7449 1.4745
H -3.7386 -2.4483 0.3411
H -4.8982 -1.1638 1.9947
H -4.0445 0.3429 1.6120
H -5.1218 -0.4195 0.4128
C -5.3975 -1.5382 -4.4379
C -4.2138 -2.5115 -4.4385
C -4.0305 -2.9926 -2.9979
S -5.6568 -2.9130 -2.2319
O -5.5722 -1.8891 -1.2283
O -6.1594 -4.2317 -1.9187
C -6.5123 -2.2212 -3.6453
H -5.7246 -1.2964 -5.4491
H -5.0995 -0.6100 -3.9442
H -4.4296 -3.3604 -5.0942
H -3.3067 -2.0287 -4.7973
H -3.6679 -4.0151 -2.9179
H -3.3933 -2.3123 -2.4272
H -7.2765 -1.5400 -3.2776
H -6.9704 -3.0471 -4.1907
C 6.8525 0.1791 4.0513
C 7.4952 -1.1946 4.2954
C 6.4430 -2.2576 3.9592
S 5.3695 -1.5156 2.7141
O 4.0599 -1.3582 3.2893
O 5.5512 -2.1785 1.4501
C 6.1700 0.0865 2.6916
H 7.5897 0.9806 4.0696
H 6.1099 0.3879 4.8240
H 8.3619 -1.3120 3.6420
H 7.8412 -1.3022 5.3226
H 6.8643 -3.1674 3.5396
H 5.8128 -2.4979 4.8129
H 5.4087 0.8428 2.5126
H 6.8914 0.0760 1.8748
*
```

**Kohn-Sham gap**: 6.2 eV
**LUMO**: 1.773 eV

Löwdin atomic charge list, values in e, 2 entries: -0.091, -0.207



Record 4
One molecule with the formula C4H5NO2S at a distorted geometry, computed with the ωB97M-V functional and the def2-TZVPD basis.

Geometry as ORCA input:
```
! RIJCOSX wB97M-V def2-TZVPD def2/J DEFGRID3
* xyz 0 1
C -1.5443 -0.2192 -0.1219
C -1.1344 1.1568 -0.0552
C -0.6774 -1.2726 -0.0930
C 0.1177 1.6879 -0.0926
N 0.6085 -1.0479 -0.3304
O 2.4712 0.4983 0.3966
O 1.6501 -1.8603 0.1253
S 1.4280 0.5161 -0.6580
H -2.6629 -0.6487 -0.1279
H -1.9091 1.9179 0.1271
H -1.0660 -2.2461 0.3089
H 0.3795 2.6752 0.1486
H 2.3390 -1.1574 0.3725
*
```

**Kohn-Sham gap**: 8.3 eV
**LUMO**: 0.268 eV

Löwdin atomic charge list, values in e, 2 entries: -0.149, -0.182



Record 5
C21H26BiClO3P2 as an isolated structure at a distorted geometry, computed with the ωB97M-V functional and the def2-TZVPD basis.

Geometry as ORCA input:
```
! RIJCOSX wB97M-V def2-TZVPD def2/J DEFGRID3
* xyz 2 1
Bi -0.0662 0.0148 1.3368
Cl 2.2783 -0.4696 1.4288
P -0.0652 0.0017 -0.9575
C -0.7436 1.5289 -1.7045
C -1.9067 1.5326 -2.4846
C -2.3848 2.7280 -3.0234
C -1.7048 3.9231 -2.7912
C -0.5438 3.9228 -2.0142
C -0.0657 2.7350 -1.4661
C 1.5895 -0.1644 -1.7073
C 2.2888 -1.3569 -1.4770
C 3.5465 -1.5516 -2.0403
C 4.1230 -0.5503 -2.8249
C 3.4375 0.6445 -3.0452
C 2.1723 0.8386 -2.4898
C -1.0371 -1.3234 -1.7645
C -1.6338 -2.3093 -0.9661
C -2.4212 -3.3028 -1.5434
C -2.6089 -3.3330 -2.9268
C -2.0087 -2.3624 -3.7286
C -1.2294 -1.3590 -3.1516
H 1.8471 -2.1173 -0.8380
H 4.0847 -2.4766 -1.8538
H 5.1101 -0.6973 -3.2543
H 3.8892 1.4298 -3.6449
H 1.6417 1.7717 -2.6550
H -2.4390 0.6049 -2.6698
H -3.2897 2.7225 -3.6249
H -2.0793 4.8526 -3.2111
H -0.0123 4.8519 -1.8280
H 0.8321 2.7285 -0.8526
H -1.4687 -2.2957 0.1072
H -2.8809 -4.0598 -0.9140
H -3.2144 -4.1143 -3.3776
H -2.1449 -2.3846 -4.8063
H -0.7654 -0.6048 -3.7794
H -1.1412 1.1227 1.2801
H -1.5003 -0.5587 1.2938
C 1.4773 -1.5326 5.6337
O 0.7041 -0.3629 5.5326
P 0.3784 -0.1233 3.8804
O -1.2479 0.2434 4.2485
C -1.9858 -0.9545 4.3362
O 1.5537 1.1120 3.8165
C 0.9086 2.3411 4.0338
H 1.8162 -1.6401 6.6825
H 2.3982 -1.4799 5.0079
H 0.8712 -2.4330 5.3860
H -2.4435 -1.1948 3.3562
H -1.4045 -1.8246 4.7155
H -2.8019 -0.8019 5.0721
H 0.1604 2.5541 3.2392
H 0.4580 2.3871 5.0494
H 1.6711 3.1456 3.9804
*
```

**Kohn-Sham gap**: 5.2 eV
**LUMO**: -9.698 eV

Löwdin atomic charge list, values in e, 2 entries: 1.151, 0.237



Record 6
A 7-piece molecular cluster, C28H77N7O7 overall at a distorted geometry, computed with the ωB97M-V functional and the def2-TZVPD basis.

Geometry as ORCA input:
```
! RIJCOSX wB97M-V def2-TZVPD def2/J DEFGRID3
* xyz -1 2
C 5.9991 -3.1783 -1.2663
C 5.5328 -4.0237 -2.5082
C 4.2260 -3.5197 -3.1454
O 3.1625 -3.8883 -2.2236
C 2.0354 -3.0357 -2.4177
N 6.6196 -3.9496 -3.4248
H 5.4412 -3.6468 -0.4555
H 5.7372 -2.1214 -1.2176
H 7.0347 -3.1731 -0.9263
H 5.5049 -5.0969 -2.3195
H 3.9846 -3.7975 -4.1714
H 4.2871 -2.4354 -3.2384
H 1.5248 -2.9984 -3.3800
H 2.2710 -2.0267 -2.0792
H 1.3715 -3.4792 -1.6757
H 7.3072 -3.9586 -2.6851
H 6.7037 -3.0305 -3.8348
C 2.6614 -0.6094 0.2078
C 1.4751 0.0710 0.7416
C 0.1217 -0.4730 0.0507
O 0.0966 -0.3361 -1.3040
C -1.1728 -0.6617 -1.8506
N 1.3447 -0.2232 2.1541
H 3.4923 -0.5867 0.9130
H 2.9914 -0.1482 -0.7230
H 2.4699 -1.6674 0.0288
H 1.5027 1.1338 0.5012
H -0.7123 0.0059 0.5637
H 0.0677 -1.5227 0.3393
H -2.0585 -0.1527 -1.4703
H -1.3488 -1.7186 -1.6504
H -1.0954 -0.5845 -2.9351
H 0.3675 -0.1912 2.4075
H 1.7494 -1.1047 2.4356
C 2.0263 1.9014 -2.8505
C 2.0493 3.2754 -3.6002
C 2.2021 4.4550 -2.6427
O 3.3239 4.3249 -1.7107
C 3.2486 4.9488 -0.4727
N 3.0650 3.2771 -4.6231
H 3.0162 1.8707 -2.3953
H 1.9858 1.0102 -3.4768
H 1.1405 1.9724 -2.2192
H 1.1343 3.3703 -4.1849
H 1.2296 4.6546 -2.1928
H 2.2045 5.3427 -3.2753
H 2.5646 4.4837 0.2372
H 2.8949 5.9790 -0.5140
H 4.2714 4.8023 -0.1255
H 3.9634 2.9426 -4.3052
H 3.1564 4.2146 -4.9874
C -0.5041 3.6054 0.2277
C -1.1715 4.9042 -0.3346
C -2.1448 4.6369 -1.5293
O -1.4941 4.0200 -2.6629
C -1.4931 2.6090 -2.8060
N -1.9068 5.5424 0.7506
H -1.1264 2.7233 0.3789
H 0.0013 3.7778 1.1780
H 0.2074 3.2670 -0.5255
H -0.3722 5.4970 -0.7794
H -2.5287 5.5826 -1.9119
H -3.0574 4.1485 -1.1879
H -1.1566 2.1838 -1.8604
H -0.8890 2.2550 -3.6414
H -2.5213 2.2523 -2.7459
H -2.4010 6.3733 0.4581
H -1.2267 5.9684 1.3640
C 2.8843 -1.5295 5.5045
C 1.7534 -0.5773 6.0460
C 2.0404 0.9143 5.6182
O 1.0462 1.6944 6.2293
C 0.9094 2.8811 5.5990
N 0.3969 -1.0737 5.6649
H 2.6605 -2.5701 5.7393
H 3.9530 -1.3262 5.5728
H 2.9154 -1.4155 4.4209
H 1.7772 -0.6961 7.1293
H 2.0204 1.1160 4.5472
H 2.9318 1.4040 6.0103
H 0.0574 2.7718 4.9280
H 1.6698 3.2781 4.9265
H 0.7800 3.6690 6.3410
H 0.3080 -0.8884 4.6761
H -0.2393 -0.3262 5.9029
C -0.5469 -4.8245 0.9218
C -2.1315 -4.6473 1.2235
C -2.6126 -3.1925 1.0547
O -2.2532 -2.4405 2.1361
C -3.0762 -1.2821 2.3235
N -2.7461 -5.6635 0.4043
H 0.0159 -4.2989 1.6932
H -0.2905 -4.5795 -0.1089
H -0.1829 -5.8415 1.0681
H -2.4889 -4.8771 2.2273
H -3.6960 -3.2063 0.9359
H -2.2791 -2.8667 0.0695
H -3.0610 -0.6140 1.4624
H -2.5978 -0.9286 3.2369
H -4.1287 -1.4917 2.5145
H -2.6928 -5.3546 -0.5559
H -2.1497 -6.4768 0.4573
C -7.6267 0.5492 -0.2387
C -6.6134 -0.5153 -0.6992
C -5.1335 -0.0274 -0.9539
O -4.1692 -0.9477 -1.3523
C -4.4710 -1.6765 -2.5403
N -6.6127 -1.6321 0.2292
H -8.6304 0.1570 -0.4023
H -7.6498 1.5111 -0.7508
H -7.4911 0.7309 0.8275
H -6.9551 -0.9441 -1.6413
H -4.7692 0.3532 0.0004
H -5.1978 0.7536 -1.7115
H -4.3436 -0.9738 -3.3638
H -5.4177 -2.2146 -2.5884
H -3.6519 -2.3906 -2.6262
H -5.7582 -2.1703 0.2471
H -6.8427 -1.3451 1.1699
*
```

**Kohn-Sham gap (spin up / spin down)**: 1.7 / 9.2 eV
**LUMO (spin up / spin down)**: 2.394 / 2.290 eV

Löwdin atomic charge list, values in e, 2 entries: -0.065, -0.427



Record 7
C30H39N3OSV as an isolated structure at a distorted geometry, computed with the ωB97M-V functional and the def2-TZVPD basis.

Geometry as ORCA input:
```
! RIJCOSX wB97M-V def2-TZVPD def2/J DEFGRID3
* xyz -1 3
V -0.1110 0.0864 -0.1731
N -0.1144 3.7215 2.4819
N 0.9830 1.7029 -3.4989
C -0.7005 -1.8909 0.1291
C -1.8306 -1.0024 0.1659
C -1.6265 -0.1100 1.2577
C -2.5864 0.9079 1.7226
H -3.4815 0.9546 1.1025
H -2.0808 2.2706 1.6875
H -2.8452 0.7993 2.7750
C -0.3315 -0.3440 1.8237
C 0.2628 0.4075 2.9497
H -0.3276 0.2726 3.8670
H 0.2645 1.4862 2.7655
H 1.2966 0.0964 3.1332
C 0.2346 -1.4793 1.1397
C 1.4228 -2.2270 1.6058
H 2.2401 -1.5524 1.8949
H 1.7838 -2.9201 0.8378
H 1.1591 -2.8247 2.4947
C -3.0366 -1.0496 -0.6973
H -3.8175 -1.7010 -0.2747
H -2.7848 -1.4222 -1.6981
H -3.4677 -0.0474 -0.8068
C -0.6678 -3.1755 -0.6080
H 0.3627 -3.5145 -0.7646
H -1.1645 -3.0731 -1.5789
H -1.2002 -3.9621 -0.0434
C 0.6951 4.7410 2.7187
H 0.6598 5.2724 3.6820
C 1.6244 5.1846 1.7518
H 2.3210 5.9665 1.9788
C 1.6456 4.6069 0.4731
H 2.3054 4.9357 -0.3458
C 0.7083 3.6427 0.1779
H 0.6441 3.1331 -0.7884
C -0.2400 3.2874 1.1808
C -1.2186 2.3003 0.9517
H -1.6024 2.1801 -0.0805
C 0.9034 0.4866 -2.8829
C 0.0087 1.7887 -4.4654
H -0.5264 2.6942 -4.7440
C -0.2679 0.4851 -4.8477
H -0.6097 0.1612 -5.8053
N 0.3109 -0.3409 -3.8570
C 0.3510 -1.7301 -3.8921
C -0.6855 -2.4117 -4.5622
C -0.4837 -3.7509 -4.8668
H -1.2581 -4.2906 -5.4228
C 0.6695 -4.4402 -4.4963
C 0.8582 -5.8854 -4.9013
H 1.4095 -6.4547 -4.1345
H 1.4230 -5.9775 -5.8471
H -0.1171 -6.3726 -5.0610
C 1.6393 -3.7505 -3.7685
H 2.5416 -4.2896 -3.4576
C 1.5205 -2.4031 -3.4598
C 2.6240 -1.7006 -2.7472
H 2.9418 -0.7956 -3.2648
H 3.4826 -2.3770 -2.6880
H 2.3551 -1.4245 -1.7212
C -1.9956 -1.7903 -4.9009
H -1.9198 -0.9209 -5.5489
H -2.5512 -1.4935 -4.0063
H -2.5884 -2.5097 -5.4739
C 3.2745 1.7841 1.9435
S 3.6901 1.5695 0.2183
C 4.8963 0.2519 0.3694
O 2.4657 0.8954 -0.4036
H 3.9223 2.5770 2.3378
H 3.4506 0.8416 2.4798
H 2.2245 2.0910 2.0161
H 4.5546 -0.4727 1.1192
H 4.9958 -0.2209 -0.6136
H 5.8496 0.7023 0.6701
*
```

**Kohn-Sham gap (spin up / spin down)**: 4.8 / 4.6 eV
**LUMO (spin up / spin down)**: 2.378 / 2.378 eV

Löwdin atomic charge list, values in e, 2 entries: 0.814, 0.049



Record 8
C18H21FeN7O4 as an isolated structure at a distorted geometry, computed with the ωB97M-V functional and the def2-TZVPD basis.

Geometry as ORCA input:
```
! RIJCOSX wB97M-V def2-TZVPD def2/J DEFGRID3
* xyz -1 6
Fe -0.4544 0.0772 0.1979
O 0.1684 1.9101 1.1940
C 0.3589 3.1261 0.8923
C 0.7665 4.0341 1.9194
C 0.9528 5.3718 1.6961
C 0.7830 5.9016 0.4132
C 0.4467 5.0561 -0.6154
C 0.2220 3.6849 -0.4241
C -0.0880 2.9034 -1.5766
N -0.4537 1.6799 -1.6256
C -0.6650 1.1272 -2.9366
C -0.5262 -0.4038 -2.9148
N 0.3731 -0.7930 -1.8713
C 1.1708 -1.7774 -2.0406
C 2.1910 -2.1772 -1.1274
C 2.9994 -3.2739 -1.4524
C 4.0728 -3.6463 -0.6776
C 4.4044 -2.8677 0.4347
C 3.6299 -1.7980 0.7948
C 2.4418 -1.4409 0.0862
O 1.6870 -0.5298 0.5324
H 0.9137 3.6103 2.9032
H 1.2269 6.0291 2.5146
H 0.9186 6.9601 0.2343
H 0.3354 5.4522 -1.6194
H 0.0376 3.4568 -2.5230
H 0.0557 1.5556 -3.6532
H -1.6753 1.3881 -3.2749
H -0.2009 -0.7713 -3.9044
H -1.5075 -0.8370 -2.7103
H 1.1331 -2.3567 -2.9787
H 2.7759 -3.8303 -2.3571
H 4.6623 -4.5184 -0.9304
H 5.2860 -3.1145 1.0140
H 3.8863 -1.1890 1.6506
N -0.2333 -2.9989 0.5642
N -1.0768 -3.6921 -0.3188
C -2.1919 -2.9497 -0.7126
N -3.2096 -3.6583 -1.3389
N -2.2006 -1.6749 -0.4386
N -3.0948 -0.8167 -0.8960
O -2.8774 0.3932 -0.5677
O -4.0671 -1.1725 -1.6335
H 0.6531 -3.4698 0.6645
H -0.6643 -2.7924 1.4632
H -1.3467 -4.6408 -0.0290
H -2.9050 -4.3890 -1.9670
H -3.8514 -2.9737 -1.7571
C -1.0757 -0.2231 2.0061
H -1.8731 0.4339 2.3478
H -0.3178 -0.3867 2.7671
*
```

**Kohn-Sham gap (spin up / spin down)**: 4.5 / 5.5 eV
**LUMO (spin up / spin down)**: 1.796 / 1.807 eV

Löwdin atomic charge list, values in e, 2 entries: 0.695, -0.116



Record 9
C4H7CrLiO2 as an isolated structure at a distorted geometry, computed with the ωB97M-V functional and the def2-TZVPD basis.

Geometry as ORCA input:
```
! RIJCOSX wB97M-V def2-TZVPD def2/J DEFGRID3
* xyz 2 5
O -1.2320 -0.3785 -0.9698
C -0.5081 -1.1481 -1.8258
C -0.4176 -2.4757 -1.5908
Li -2.7311 -1.4112 -1.4666
Cr -0.9422 1.3053 -0.3753
H 0.1239 -0.6521 -2.5707
H -1.0395 -2.9847 -0.8472
H 0.1693 -3.0991 -2.2630
C 0.5864 1.3424 1.9046
C 0.8453 2.0260 0.7333
O 1.6543 0.8481 2.4924
H -0.2328 1.2357 2.6282
H 0.5691 3.0836 0.6729
H 1.6939 1.7715 0.0915
H 1.4611 0.5367 3.3863
*
```

**Kohn-Sham gap (spin up / spin down)**: 7.9 / 8.7 eV
**LUMO (spin up / spin down)**: -9.402 / -8.758 eV

Löwdin atomic charge list, values in e, 2 entries: -0.460, -0.333